1.
Density functional theory data (ωB97M-V with the def2-TZVPD basis set) for a structure of composition C22H36AsAuO2S2Si2.

Calculated values
E, eV: -129451.0435
Orbital gap, eV: 7.528
E_HOMO, eV: -7.2
Net charge: 0

Each line ends with the Löwdin charge.
Geometry (Å):
Au  0.710  0.677  1.134  0.4134
O  -2.861  1.412  0.178  -0.5437
S  -4.212  0.957  -0.247  0.9592
C  -4.835  -0.205  0.997  -0.3266
C  -3.967  -1.411  1.318  -0.2327
C  -2.701  -1.109  2.118  -0.2307
C  -1.961  -2.418  2.352  -0.3363
S  -0.246  -2.290  2.890  0.9957
O  0.470  -1.461  1.862  -0.6638
C  -0.526  -1.322  4.369  -0.3910
C  -0.004  -0.047  4.493  -0.0777
C  -0.219  0.658  5.672  -0.0574
C  -0.935  0.083  6.710  -0.0701
C  -1.434  -1.209  6.584  -0.0743
C  -1.223  -1.921  5.415  -0.0946
C  -3.961  -0.229  -1.566  -0.4016
C  -5.032  -0.628  -2.354  -0.0885
C  -4.815  -1.538  -3.380  -0.0797
C  -3.537  -2.031  -3.611  -0.0812
C  -2.470  -1.608  -2.826  -0.0657
C  -2.678  -0.696  -1.799  -0.0751
H  -5.804  -0.515  0.597  0.0892
H  -5.008  0.416  1.880  0.0949
H  -3.696  -1.920  0.390  0.1056
H  -4.586  -2.109  1.889  0.1211
H  -2.966  -0.648  3.072  0.1233
H  -2.069  -0.397  1.581  0.0766
H  -1.886  -2.997  1.427  0.0978
H  -2.433  -3.044  3.115  0.0913
H  0.553  0.399  3.678  0.0539
H  0.176  1.662  5.768  0.1024
H  -1.100  0.638  7.626  0.1072
H  -1.982  -1.664  7.399  0.1070
H  -1.595  -2.936  5.322  0.1091
H  -6.024  -0.226  -2.172  0.1101
H  -5.641  -1.850  -4.007  0.1047
H  -3.370  -2.737  -4.414  0.1037
H  -1.472  -1.982  -3.018  0.1081
H  -1.860  -0.324  -1.192  0.1027
C  -0.468  5.737  1.882  -0.2582
Si  -0.067  4.015  2.507  0.1498
C  -1.687  3.186  2.946  -0.2355
C  0.902  4.259  4.108  -0.2232
As  0.990  2.999  0.675  0.5946
Si  3.248  3.060  1.288  0.1097
C  3.765  2.048  2.783  -0.2400
C  3.824  4.823  1.568  -0.2330
C  4.207  2.359  -0.161  -0.2548
H  -1.016  6.327  2.623  0.0279
H  -1.068  5.678  0.970  0.0223
H  0.454  6.273  1.632  0.0195
H  -2.144  3.667  3.816  0.0290
H  -1.548  2.123  3.165  -0.0048
H  -2.379  3.251  2.101  0.0142
H  0.226  4.279  4.968  0.0214
H  1.441  5.211  4.079  0.0221
H  1.642  3.475  4.281  -0.0110
H  3.260  2.370  3.695  -0.0028
H  4.844  2.139  2.950  0.0284
H  3.526  0.992  2.625  0.0098
H  3.418  5.231  2.498  0.0123
H  3.510  5.478  0.750  0.0255
H  4.916  4.855  1.631  0.0262
H  4.053  1.278  -0.233  0.0186
H  5.279  2.547  -0.047  0.0256
H  3.878  2.804  -1.104  0.0205

2.
Density functional theory data (ωB97M-V with the def2-TZVPD basis set) for a structure of composition C5H7NO.

Calculated values
E, eV: -8830.1891
Orbital gap, eV: 9.059
Relative energy (zero: lowest compared OMol25 entry of this formula, charge and spin), kJ/mol: 580.2
E_HOMO, eV: -8.2
Net charge: 0

Each line ends with the Löwdin charge.
Geometry (Å):
O  -0.861  -0.242  -2.553  -0.0146
C  0.010  -0.453  -1.471  -0.2895
C  0.293  0.757  -0.581  -0.1582
C  -1.042  0.661  0.161  0.0091
C  0.544  0.123  2.049  -0.0217
N  0.246  -0.065  0.638  -0.1553
C  -0.743  -0.790  -0.185  -0.1440
H  -0.875  0.690  -2.797  0.0993
H  0.830  -1.099  -1.809  0.1393
H  0.980  1.596  -0.661  0.1365
H  -0.204  0.778  2.490  0.0790
H  1.534  0.567  2.161  0.0898
H  0.529  -0.846  2.549  0.0915
H  -1.224  -1.699  0.166  0.1389

3.
Density functional theory data (ωB97M-V with the def2-TZVPD basis set) for the molecule C5H6S2.

Calculated values
E, eV: -26950.5331
Orbital gap, eV: 8.657
Relative energy (zero: lowest compared OMol25 entry of this formula, charge and spin), kJ/mol: 134.3
Structure (SMILES): C#CCSC(C)=S
E_HOMO, eV: -8.7
Net charge: 0

Each line ends with the Löwdin charge.
Geometry (Å):
C  2.910  1.681  -1.620  0.1072
C  2.258  0.959  -0.916  -0.2282
C  1.437  0.089  -0.065  -0.5180
S  -0.313  0.378  -0.433  0.9236
C  -1.112  -0.727  0.647  -1.1706
C  -2.623  -0.590  0.570  -0.2039
S  -0.369  -1.755  1.681  0.6643
H  3.497  2.302  -2.283  0.0382
H  1.621  0.281  1.015  0.0857
H  1.677  -0.953  -0.269  0.0712
H  -2.922  0.157  1.306  0.0795
H  -3.107  -1.563  0.803  0.0806
H  -2.954  -0.258  -0.437  0.0705

4.
Density functional theory data (ωB97M-V with the def2-TZVPD basis set) for a structure of composition C3H4Cl2O in a non-equilibrium geometry.

Calculated values
E, eV: -30263.3245
Orbital gap, eV: 9.330
Relative energy (zero: lowest compared OMol25 entry of this formula, charge and spin), kJ/mol: 477.8
E_HOMO, eV: -9.1
Net charge: 0

Each line ends with the Löwdin charge.
Geometry (Å):
C  0.111  1.405  0.323  -0.5006
C  0.504  0.243  0.714  -0.7256
C  -0.918  0.287  0.724  -0.7214
H  1.381  0.967  -1.301  0.2508
H  0.278  2.168  1.259  0.2084
H  0.988  0.212  1.707  0.1079
H  -1.443  0.690  1.582  0.1099
O  0.509  1.831  -0.890  -0.0624
Cl  1.520  -1.105  -0.077  0.5844
Cl  -1.723  -0.678  -0.317  0.7486

5.
Density functional theory data (ωB97M-V with the def2-TZVPD basis set) for the ion C9H9N3 with charge +2 in a non-equilibrium geometry.

Calculated values
E, eV: -13926.1205
Orbital gap, eV: 6.414
Relative energy (zero: lowest compared OMol25 entry of this formula, charge and spin), kJ/mol: 227.9
E_HOMO, eV: -17.5
Net charge: +2

Each line ends with the Löwdin charge.
Geometry (Å):
C  -0.816  -0.127  -3.832  -0.1031
C  1.766  -1.391  -1.215  0.0539
C  1.212  -0.730  -0.091  0.0858
C  1.093  -1.254  -2.460  0.0058
C  -0.568  2.396  -0.416  0.0176
C  -1.291  1.650  0.519  0.0377
C  0.174  -0.694  -3.154  0.1842
C  0.321  0.361  -0.155  -0.1969
C  -1.250  -0.472  1.605  0.0409
N  -1.787  0.380  -4.149  0.3617
N  0.391  1.588  -0.806  0.1712
N  -0.724  0.429  0.669  -0.0629
H  2.544  -2.084  -1.101  0.1232
H  1.646  -0.885  0.832  0.1242
H  1.535  -1.842  -3.341  0.2375
H  -0.688  3.464  -0.636  0.1711
H  -2.185  1.938  1.107  0.1745
H  -1.331  0.097  2.567  0.1502
H  -2.206  -0.711  1.381  0.0756
H  -0.605  -1.476  1.565  0.1713
H  1.119  1.971  -1.338  0.1766

6.
Density functional theory data (ωB97M-V with the def2-TZVPD basis set) for the molecule C5H6O.

Calculated values
E, eV: -7324.9905
Orbital gap, eV: 8.667
Relative energy (zero: lowest compared OMol25 entry of this formula, charge and spin), kJ/mol: 414.3
E_HOMO, eV: -8.6
Net charge: 0

Each line ends with the Löwdin charge.
Geometry (Å):
C  1.351  1.038  -0.743  -0.0715
C  0.351  1.317  0.364  -0.2404
O  -0.691  0.321  0.257  -0.1101
C  -0.538  -0.672  1.093  -0.0699
C  -1.362  -1.774  0.698  -0.1309
C  -1.746  -2.878  0.378  0.1279
H  1.600  -0.027  -0.734  0.0796
H  2.274  1.605  -0.594  0.0794
H  0.936  1.285  -1.726  0.0791
H  -0.125  2.294  0.256  0.1188
H  0.795  1.218  1.357  0.1067
H  -2.065  -3.854  0.086  0.0313